(1)
C5H8O2 | wB97M-V/def2-TZVPD

Each line ends with the natural charge from an NBO analysis.
CARTESIAN COORDINATES (ANGSTROEM)
1 C -1.71470 -0.15315 -0.42359  -0.63
2 C -0.60577 0.73152 0.09992  0.08
3 O -0.20633 0.81196 1.49111  -0.51
4 C 1.14671 0.50597 1.11996  0.08
5 C 1.16840 -0.92280 0.66453  -0.48
6 C 0.73378 0.16692 -0.28358  0.19
7 O 1.11315 0.28218 -1.60663  -0.67
8 H -1.32292 -0.52541 -1.40826  0.18
9 H -1.88950 -1.01965 0.21899  0.23
10 H -2.64769 0.34714 -0.67582  0.22
11 H -0.69694 1.76050 -0.27135  0.19
12 H 1.94932 1.06868 1.58610  0.21
13 H 2.15934 -1.31006 0.43340  0.23
14 H 0.48255 -1.63554 1.12078  0.21
15 H 0.33061 -0.10826 -2.06556  0.47

Kohn-Sham gap   0.38264 Ha
Relative energy (zero: lowest compared OMol25 entry of this formula, charge and spin)   70.96 kcal per mole
Energy   -9406.7551 eV
Net charge   0


(2)
C26H24F5LaNOP2 | wB97M-V/def2-TZVPD

Each line ends with the Löwdin charge.
CARTESIAN COORDINATES (ANGSTROEM)
1 C 0.02378 -5.08338 -0.26405  -0.04
2 C -0.69132 -3.91213 -0.56741  -0.24
3 C -1.49046 -3.35066 0.51300  -0.17
4 C -1.46699 -3.78898 1.87713  -0.14
5 C -0.40130 -4.68757 2.12877  -0.03
6 C 0.19126 -5.40889 1.09349  -0.07
7 C -2.33606 -3.15572 2.79020  0.08
8 C -2.98749 -1.95666 2.44385  -0.14
9 C -2.98008 -1.56998 1.07277  -0.18
10 C -3.64002 -0.39781 0.55538  -0.22
11 C -4.43271 0.34388 1.43095  -0.02
12 C -4.28789 0.06605 2.80905  -0.06
13 C -3.46072 -0.93189 3.30091  -0.03
14 H 0.52644 -5.63669 -1.07070  0.12
15 H -0.09725 -4.84784 3.16364  0.11
16 H 0.83689 -6.28434 1.32195  0.12
17 H -2.36261 -3.51588 3.83983  0.14
18 H -5.06086 1.16284 1.04133  0.13
19 H -4.83859 0.73002 3.48749  0.12
20 H -3.22521 -0.98172 4.33006  0.10
21 N -2.23149 -2.27767 0.22803  0.14
22 La 1.71573 0.71565 1.04035  1.71
23 C -0.58095 -3.13302 -1.79456  -0.28
24 H -1.53491 -2.68819 -2.04559  0.07
25 H -0.20229 -3.69256 -2.66481  0.11
26 C -3.25409 -0.02178 -0.82201  -0.29
27 H -3.23072 -0.88701 -1.48864  0.08
28 H -3.90037 0.74954 -1.25879  0.10
29 P 0.51991 -1.61711 -1.52440  0.81
30 P -1.52152 0.63241 -0.91989  0.76
31 C -1.75724 2.17180 -0.01378  -0.26
32 H -0.88674 2.82891 -0.09406  0.04
33 H -2.61210 2.63166 -0.51799  0.05
34 H -2.00388 1.93621 1.02221  0.04
35 C -1.58206 1.30118 -2.60029  -0.24
36 H -2.35304 2.07530 -2.58097  0.05
37 H -0.64475 1.76597 -2.90452  0.03
38 H -1.88940 0.54523 -3.32533  0.05
39 C 2.08909 -2.45390 -1.15605  -0.30
40 H 2.29676 -3.14725 -1.98640  0.05
41 H 2.91475 -1.74639 -1.08357  0.03
42 H 1.98361 -3.02082 -0.22233  0.04
43 C 0.87394 -1.18399 -3.25862  -0.27
44 H 1.49529 -0.27940 -3.30836  0.03
45 H 1.43209 -2.01169 -3.70766  0.05
46 H -0.04129 -1.01715 -3.83205  0.04
47 C 1.58939 1.53301 -1.17766  -0.33
48 O 1.72744 2.12210 -2.18332  0.06
49 H -0.01891 0.22334 0.02003  -0.19
50 F -1.11346 1.76978 3.86292  0.05
51 C -0.07642 0.98025 4.28355  -0.24
52 C 0.81870 0.42015 3.37475  -0.21
53 C 1.78317 -0.42936 3.85512  -0.27
54 F 2.72358 -0.92761 2.91209  -0.10
55 C 1.94435 -0.74141 5.20890  -0.11
56 F 2.94048 -1.56919 5.63231  0.10
57 C 1.09252 -0.09434 6.12635  -0.10
58 F 1.29122 -0.25179 7.45135  0.13
59 C 0.06473 0.72608 5.64153  -0.11
60 F -0.77692 1.32331 6.54608  0.09

Kohn-Sham gap (alpha / beta)   0.17631 / 0.17643 Ha
Relative energy (zero: lowest compared OMol25 entry of this formula, charge and spin)   34.77 kcal per mole
Energy   -63901.1746 eV
Net charge   +1


energy of number 2 (C26H24F5LaNOP2)? -63901.1746 eV


What is the relative energy (zero: lowest compared OMol25 entry of this formula, charge and spin) in the second record? 34.77 kcal per mole